Record 1
A structure of composition C5H11F3N2O6PS2 at a distorted geometry. Source: OMol25; level of theory: wB97M-V/def2-TZVPD.

Each line ends with the natural charge from an NBO analysis.
Element x y z (Å)
C  -3.226  -0.221  3.467  -0.913
S  -1.774  0.820  3.587  2.296
O  -0.827  0.292  2.632  -0.989
O  -1.363  0.762  4.969  -0.980
N  -2.191  2.346  3.279  -1.200
S  -2.885  2.675  1.890  2.034
O  -4.218  2.120  1.745  -0.998
O  -2.786  4.094  1.644  -0.971
P  -1.734  1.892  0.216  1.064
N  -0.240  2.328  0.083  -1.333
H  -3.490  -0.482  4.489  0.235
H  -2.927  -1.129  2.952  0.232
H  -4.060  0.281  2.993  0.267
H  -1.931  0.498  0.229  -0.063
H  -2.496  2.378  -0.863  -0.067
H  0.048  2.891  0.876  0.386
C  4.612  -1.445  -2.842  -0.638
C  3.551  -2.521  -2.757  -0.076
O  2.424  -2.088  -1.977  -0.477
C  1.556  -1.301  -2.598  0.698
O  1.613  -0.934  -3.735  -0.554
C  0.406  -0.939  -1.635  0.902
F  0.868  -0.585  -0.453  -0.278
F  -0.391  -2.014  -1.475  -0.323
F  -0.325  0.038  -2.150  -0.297
H  4.913  -1.131  -1.843  0.219
H  5.487  -1.825  -3.370  0.213
H  4.241  -0.570  -3.373  0.228
H  3.933  -3.397  -2.236  0.191
H  3.214  -2.834  -3.745  0.194

Properties
DFT total energy = -2195.4334 a.u.
lowest unoccupied orbital energy = 2.46 eV
HOMO energy = -5.5 eV
total charge = -1

=====

Record 2
The ion C5H11FN with charge +1 at a distorted geometry. Source: OMol25; level of theory: wB97M-V/def2-TZVPD.

Each line ends with the natural charge from an NBO analysis.
Element x y z (Å)
C  -2.736  -0.855  0.308  -0.435
C  -1.773  -0.018  0.210  0.372
C  1.947  0.710  0.616  -0.397
C  0.851  -0.357  -1.420  -0.429
C  -0.350  -0.191  0.848  -0.286
N  0.653  0.420  -0.151  -0.366
F  -1.825  1.076  -0.486  -0.320
H  -3.617  -0.391  -0.184  0.250
H  -2.541  -1.789  0.628  0.232
H  2.573  -0.194  0.578  0.235
H  2.384  1.561  0.200  0.235
H  1.762  0.923  1.633  0.234
H  1.458  -1.186  -1.177  0.224
H  -0.091  -0.658  -1.981  0.263
H  1.488  0.291  -2.068  0.238
H  -0.270  0.502  1.740  0.234
H  -0.098  -1.139  1.270  0.255
H  0.182  1.295  -0.564  0.462

Properties
DFT total energy = -351.4149 a.u.
lowest unoccupied orbital energy = -3.06 eV
SMILES string = C=C(F)C[NH+](C)C
HOMO energy = -14.3 eV
total charge = +1
ΔE to the lowest compared entry with this formula, charge and spin = 212.4 kJ/mol

=====

Record 3
A cluster of 2 separate species, C5H11FN2O3 in total at a distorted geometry. Source: OMol25; level of theory: wB97M-V/def2-TZVPD.

Each line ends with the natural charge from an NBO analysis.
Element x y z (Å)
C  -0.613  -1.301  0.266  -0.207
C  -1.320  -2.559  0.204  0.760
C  0.544  -1.320  -0.649  -0.388
C  1.236  -0.009  -0.426  -0.513
C  0.279  1.156  -0.594  0.691
H  -0.074  -1.516  2.182  0.327
H  -0.539  -0.155  1.897  0.371
H  -1.316  -0.479  -0.051  0.232
H  0.269  -1.435  -1.695  0.226
H  1.200  -2.139  -0.410  0.231
H  2.072  -0.028  -1.228  0.211
H  1.697  0.015  0.530  0.255
H  -0.129  2.612  -1.751  0.371
H  0.985  1.771  -2.155  0.342
H  -2.277  -1.864  1.564  0.482
H  1.017  5.128  0.762  0.556
N  -0.129  -0.925  1.615  -0.782
N  0.171  1.693  -1.898  -0.776
O  -1.046  -3.594  -0.489  -0.593
O  -0.359  1.603  0.349  -0.619
O  -2.310  -2.593  0.996  -0.621
F  0.642  5.937  0.980  -0.556

Properties
DFT total energy = -632.1277 a.u.
lowest unoccupied orbital energy = 0.29 eV
SMILES string = NC(=O)CC[C@H](N)C(=O)O.F
HOMO energy = -10.0 eV
total charge = 0
ΔE to the lowest compared entry with this formula, charge and spin = 278.0 kJ/mol

=====

Record 4
A structure of composition C5H11GeOOsSe3Te. Source: OMol25; level of theory: wB97M-V/def2-TZVPD.

Each line ends with the natural charge from an NBO analysis.
Element x y z (Å)
Os  -1.832  0.435  1.415  0.257
Se  -3.193  0.134  3.325  0.140
Se  -1.486  1.733  3.819  -0.036
Te  -2.075  3.869  2.556  0.362
Se  -2.401  2.431  0.436  0.055
C  0.143  -1.839  -1.695  -1.096
Ge  0.919  -0.390  -0.661  1.610
C  0.737  1.336  -1.537  -1.096
C  2.765  -0.763  -0.194  -1.080
C  0.017  -0.301  1.189  -1.043
H  0.642  -1.871  -2.664  0.255
H  -0.919  -1.720  -1.875  0.234
H  0.319  -2.795  -1.200  0.245
H  1.363  1.361  -2.429  0.254
H  1.051  2.148  -0.880  0.239
H  -0.295  1.508  -1.844  0.229
H  3.344  -0.843  -1.115  0.250
H  2.838  -1.707  0.345  0.242
H  3.198  0.027  0.417  0.242
H  0.651  0.283  1.866  0.224
H  0.004  -1.346  1.536  0.269
O  -3.150  -1.123  -0.827  -0.392
C  -2.641  -0.565  0.016  0.633

Properties
DFT total energy = -9912.0491 a.u.
lowest unoccupied orbital energy = -5.61 eV
HOMO energy = -12.2 eV
total charge = +1
ΔE to the lowest compared entry with this formula, charge and spin = 0.0 kJ/mol

=====

| no. | Kohn-Sham gap (eV) |
| --- | --- |
| 1 | 7.92 |
| 2 | 11.21 |
| 3 | 10.28 |
| 4 | 6.54 |